Molecular formula: C20H16BrF6MgN3O11S2
Method: DFT, the ωB97M-V functional and the def2-TZVPD basis

Geometry as XYZ:
```
60
Properties=species:S:1:pos:R:3
Mg -1.03 -0.36 0.42
O -4.28 2.23 0.64
C -3.42 1.25 0.36
O -2.26 1.44 0.04
C -4.10 -0.09 0.40
O -3.19 -1.16 0.42
C -3.21 -1.86 1.69
C -2.45 -1.06 2.77
O -2.72 -1.27 3.93
O -1.62 -0.22 2.27
H -3.81 3.08 0.57
H -4.71 -0.15 -0.51
H -4.77 -0.11 1.25
H -2.72 -2.81 1.52
H -4.24 -2.05 1.99
C -0.46 -3.70 0.04
O -0.67 -2.44 -0.61
C -0.39 -2.39 -1.95
C 0.04 -3.45 -2.72
C 0.34 -3.22 -4.05
Br 0.94 -4.67 -5.11
C 0.25 -1.97 -4.62
C -0.19 -0.89 -3.84
C -0.52 -1.12 -2.50
O -0.99 -0.15 -1.68
C -0.32 0.47 -4.35
N -0.78 1.46 -3.63
C -0.74 2.58 -4.45
C -1.10 3.90 -4.19
C -0.96 4.81 -5.22
C -0.46 4.43 -6.47
C -0.09 3.13 -6.74
C -0.24 2.22 -5.70
N 0.02 0.86 -5.61
H 0.57 -4.03 -0.10
H -1.16 -4.44 -0.35
H -0.63 -3.54 1.10
H 0.17 -4.43 -2.30
H 0.50 -1.83 -5.66
H -1.00 0.73 -2.19
H -1.48 4.19 -3.22
H -1.23 5.85 -5.05
H -0.36 5.18 -7.25
H 0.30 2.84 -7.71
H 0.41 0.28 -6.33
F 3.35 1.05 2.02
C 2.58 0.05 2.44
F 3.34 -0.89 2.98
F 1.71 0.50 3.33
S 1.68 -0.68 1.01
O 0.92 0.44 0.44
O 0.80 -1.68 1.56
N 2.76 -1.14 0.02
S 3.26 -2.64 -0.14
O 2.75 -3.23 -1.35
O 3.23 -3.42 1.06
C 5.03 -2.27 -0.49
F 5.68 -3.41 -0.67
F 5.15 -1.52 -1.58
F 5.58 -1.62 0.54
```

Summary:
E_HOMO   -8.9 eV
HOMO-LUMO gap   8.593 eV

So, what does the Löwdin scheme give us? The charges, in e, come out as: 0.7489 0.1702 -0.4464 0.0971 -0.0803 -0.1544 -0.0600 -0.6253 0.0743 -0.0679 0.1515 0.1602 0.1536 0.1227 0.1336 -0.0242 -0.1280 -0.1861 -0.0483 -0.6652 0.7708 -0.0680 -0.0527 -0.1555 -0.0023 -0.2241 0.1603 -0.1976 -0.0091 -0.0871 -0.0876 -0.0166 -0.1787 0.1838 0.0913 0.1128 0.0913 0.1129 0.1016 0.0969 0.1121 0.1022 0.1032 0.1112 0.1589 0.1543 -0.6769 0.1603 0.1699 0.6324 -0.2885 -0.2707 -0.2660 0.6107 -0.2672 -0.2600 -0.6913 0.1464 0.1449 0.1452

Molecular formula: C6H12N2
Method: DFT, the ωB97M-V functional and the def2-TZVPD basis

Geometry as XYZ:
```
20
Properties=species:S:1:pos:R:3
C 2.11 0.27 0.90
C 1.16 -0.75 0.32
C -0.25 -0.73 0.54
N -0.95 -1.68 1.26
C -0.80 0.36 -0.12
C -2.00 1.16 0.26
C 0.12 0.70 -1.16
N 0.49 -0.03 -2.32
H 2.52 -0.07 1.86
H 2.97 0.43 0.23
H 1.62 1.23 1.05
H 1.62 -1.74 0.23
H -1.85 -1.98 0.91
H -0.41 -2.42 1.69
H -1.83 2.22 0.05
H -2.90 0.86 -0.29
H -2.22 1.07 1.33
H 0.23 1.77 -1.37
H 0.06 0.34 -3.16
H 0.32 -1.02 -2.23
```

Summary:
E_HOMO   -7.2 eV
HOMO-LUMO gap   8.159 eV

So, what does the Löwdin scheme give us? The charges, in e, come out as: -0.1213 -0.1309 -0.3667 0.1185 -0.2791 -0.0600 -0.1374 0.0169 0.0663 0.0674 0.0720 0.0955 0.0890 0.0843 0.0746 0.0713 0.0725 0.1154 0.0732 0.0784

Molecular formula: C21H33N3O7P2Re
Method: DFT, the ωB97M-V functional and the def2-TZVPD basis

Geometry as XYZ:
```
67
Properties=species:S:1:pos:R:3
P -2.79 -1.84 -2.47
P 1.36 -1.23 -1.09
C -0.92 -1.77 -2.56
C -0.30 -1.98 -1.17
H -0.71 -0.78 -2.98
H -0.60 -2.54 -3.27
H -0.93 -1.54 -0.31
H -0.18 -3.07 -0.96
C 1.80 -0.67 -2.79
H 2.71 -0.06 -2.80
H 1.02 -0.08 -3.28
H 1.99 -1.55 -3.40
C 2.48 -2.70 -1.06
H 2.55 -3.15 -2.07
H 2.06 -3.45 -0.37
H 3.49 -2.45 -0.72
C -3.36 -1.49 -4.16
H -4.38 -1.07 -4.13
H -3.38 -2.44 -4.72
H -2.68 -0.78 -4.64
C -3.05 -3.63 -2.29
H -2.12 -4.07 -1.89
H -3.28 -4.05 -3.28
H -3.88 -3.79 -1.60
Re -2.77 -0.46 -0.85
C 4.23 0.97 2.79
C 4.41 1.96 1.90
C 3.79 2.25 0.56
C 3.51 1.07 -0.42
C 2.18 0.43 -0.17
C 2.02 -0.66 0.75
C 3.23 -1.08 1.57
C 3.22 -0.14 2.79
C -4.48 0.31 -1.70
H 4.84 0.99 3.71
H 5.09 2.77 2.21
H 4.47 2.93 0.03
H 2.85 2.82 0.71
H 3.54 1.49 -1.44
H 4.32 0.34 -0.39
H 1.33 1.13 -0.27
H 1.09 -0.72 1.33
H 4.17 -0.95 1.01
H 3.18 -2.14 1.88
H 2.22 0.31 2.92
H 3.39 -0.78 3.67
H -5.04 0.67 -0.83
H -5.13 -0.39 -2.26
H -4.30 1.18 -2.35
O -1.84 4.46 4.87
N -2.18 3.26 4.80
O -2.69 2.63 5.75
C -1.95 2.60 3.54
C -1.37 3.34 2.49
C -1.14 2.72 1.27
C -1.69 1.44 0.99
O -1.66 1.06 -0.28
C -2.25 0.67 2.08
C -2.33 1.26 3.37
N -2.55 -0.71 1.92
O -2.73 -1.41 2.90
O -3.40 -1.25 0.62
N -0.43 3.41 0.19
O -0.64 4.62 0.04
O 0.36 2.76 -0.54
H -1.07 4.37 2.63
H -2.70 0.66 4.20
```

Summary:
E_HOMO (spin up / spin down)   -12.8 / -13.0 eV
HOMO-LUMO gap (spin up / spin down)   3.646 / 3.848 eV
Net charge   +2
Spin multiplicity   4

So, what does the Löwdin scheme give us? The charges, in e, come out as: 0.6415 1.0842 -0.3961 -0.3259 0.0563 0.1089 0.0597 0.1199 -0.1245 0.0720 0.0718 0.0870 -0.1394 0.0827 0.0809 0.0759 -0.2080 0.0533 0.0599 0.0637 -0.1967 0.0471 0.0560 0.0654 1.1463 -0.0757 -0.0775 -0.1213 -0.1364 -0.1689 -0.1807 -0.1461 -0.1421 -0.2757 0.1265 0.1260 0.1402 0.1268 0.1341 0.1294 0.1148 0.1599 0.1198 0.1402 0.1302 0.1338 0.0232 0.0038 0.0411 0.0830 -0.3113 0.0974 -0.1194 0.1063 -0.0737 -0.2461 -0.2450 -0.1081 0.1182 -0.2012 0.0861 -0.3168 -0.2732 0.1441 0.0070 0.1445 0.1413